{
  "formula": "C9H10F3N2O6",
  "method": "ωB97M-V/def2-TZVPD",
  "symbols": ["F", "N", "C", "C", "N", "C", "H", "H", "H", "H", "C", "C", "O", "C", "O", "O", "F", "H", "H", "H", "C", "C", "O", "C", "O", "O", "F", "H", "H", "H"],
  "xyz": [[2.44, -0.18, 0.07], [1.12, 0.00, -0.01], [0.16, -1.11, -0.15], [-1.28, -0.48, -0.17], [-1.01, 0.95, -0.04], [0.39, 1.24, 0.05], [0.39, -2.22, -0.21], [-2.28, -1.02, -0.24], [-1.75, 1.66, 0.01], [0.88, 2.26, 0.17], [-2.93, 0.70, 4.54], [-2.70, 2.00, 3.85], [-3.11, 1.74, 2.52], [-4.08, 0.78, 2.62], [-4.84, 0.50, 1.75], [-4.06, 0.18, 3.85], [-1.38, 2.32, 3.84], [-2.09, 0.00, 4.43], [-3.15, 0.82, 5.60], [-3.28, 2.84, 4.26], [2.79, -0.72, -3.04], [3.89, -0.71, -4.05], [4.16, -2.08, -4.25], [2.98, -2.72, -4.01], [2.74, -3.85, -4.33], [2.09, -1.91, -3.36], [5.00, -0.12, -3.55], [3.16, -0.78, -2.01], [2.14, 0.15, -3.13], [3.62, -0.25, -5.01]],
  "mulliken_charge": [-0.135, 0.397, -0.318, -0.204, -0.011, -0.181, 0.391, 0.394, 0.273, 0.391, -0.412, 0.308, -0.287, 0.658, -0.509, -0.294, -0.284, 0.267, 0.287, 0.272, -0.285, 0.297, -0.288, 0.604, -0.488, -0.302, -0.282, 0.173, 0.277, 0.290],
  "lumo_ha": -0.167,
  "largest_force_ev_per_a": 6.21,
  "charge": 1,
  "homo_lumo_gap_ev": 9.21,
  "energy_ha": -1209.1065
}

=====

{
  "formula": "C9H10FNO2",
  "method": "ωB97M-V/def2-TZVPD",
  "symbols": ["C", "C", "C", "C", "C", "C", "N", "O", "O", "C", "C", "C", "F", "H", "H", "H", "H", "H", "H", "H", "H", "H", "H"],
  "xyz": [[0.40, 3.27, 0.55], [0.35, 2.28, -0.58], [0.27, 0.91, -0.50], [0.44, 0.13, -1.70], [0.31, -1.18, -1.49], [-0.04, -2.42, -2.27], [-1.35, -2.00, -2.72], [-2.28, -2.69, -2.30], [0.14, -1.36, -0.08], [0.11, -0.08, 0.48], [0.09, -0.14, 2.02], [-0.32, -1.21, 2.97], [0.34, 1.04, 2.55], [0.90, 4.12, 0.26], [0.72, 2.82, 1.40], [-0.66, 3.53, 0.78], [0.50, 2.79, -1.48], [0.75, 0.45, -2.70], [-0.05, -3.46, -1.77], [0.63, -2.32, -3.18], [-0.96, -0.74, 3.74], [-0.92, -1.95, 2.50], [0.60, -1.78, 3.52]],
  "mulliken_charge": [-1.340, -0.346, 0.963, -0.528, 0.106, -0.395, 0.052, -0.345, -0.395, 0.030, 0.243, -1.166, -0.268, 0.411, 0.356, 0.292, 0.425, 0.362, 0.348, 0.283, 0.347, 0.333, 0.233],
  "lumo_ha": [-0.014, -0.014],
  "largest_force_ev_per_a": 8.78,
  "smiles": "C/C=c1/cc(CN=O)o/c1=C(\\C)F",
  "e_above_lowest_kj_mol": 462.86,
  "homo_lumo_gap_ev": [6.66, 6.66],
  "energy_ha": -653.8191
}

=====

{
  "formula": "C9H10N",
  "method": "ωB97M-V/def2-TZVPD",
  "symbols": ["C", "C", "C", "C", "C", "C", "C", "C", "C", "N", "H", "H", "H", "H", "H", "H", "H", "H", "H", "H"],
  "xyz": [[-3.52, -2.43, -0.27], [-2.85, -1.82, -1.18], [-3.22, -2.40, 1.06], [-2.00, -1.73, 1.28], [-1.82, -1.14, -1.06], [-1.30, -1.14, 0.26], [0.04, 0.39, -1.90], [-0.07, -0.43, 0.47], [1.48, 1.31, -0.21], [0.17, 0.72, -0.54], [-3.83, -2.87, 1.82], [-1.51, -1.53, 2.31], [0.72, -0.36, -2.33], [-0.41, 1.14, -2.58], [0.10, -0.12, 1.45], [0.67, -1.07, 0.09], [1.65, 2.21, 0.46], [2.15, 0.62, 0.34], [1.93, 1.55, -1.15], [-0.57, 1.49, -0.21]],
  "mulliken_charge": [-0.337, 0.323, -0.492, -0.349, -0.509, 0.865, -0.690, -0.841, -0.817, -0.032, 0.427, 0.243, 0.373, 0.342, 0.615, 0.389, 0.337, 0.314, 0.410, 0.428],
  "lumo_ha": [-0.180, -0.170],
  "largest_force_ev_per_a": 5.97,
  "charge": 1,
  "e_above_lowest_kj_mol": 796.56,
  "homo_lumo_gap_ev": [7.81, 8.52],
  "energy_ha": -403.1374
}

=====

{
  "formula": "C9H10N2",
  "method": "ωB97M-V/def2-TZVPD",
  "symbols": ["C", "C", "C", "N", "C", "C", "C", "C", "C", "C", "N", "H", "H", "H", "H", "H", "H", "H", "H", "H", "H"],
  "xyz": [[-1.14, -1.53, 1.45], [-0.82, -0.88, 0.13], [-1.65, -1.31, -0.93], [-2.37, -1.65, -1.76], [0.59, -1.10, -0.16], [1.49, -0.26, -0.61], [1.19, 1.16, -0.94], [-0.29, 1.25, -1.09], [-1.01, 0.68, 0.13], [-2.41, 1.15, 0.10], [-3.45, 1.55, 0.05], [-0.48, -1.02, 2.11], [-0.92, -2.55, 1.49], [-2.11, -1.30, 1.81], [1.07, -2.11, 0.20], [2.61, -0.58, -0.72], [1.66, 1.51, -0.09], [1.69, 1.47, -1.86], [-0.62, 2.39, -1.13], [-0.73, 0.61, -1.84], [-0.53, 1.03, 1.06]],
  "mulliken_charge": [-1.977, 1.965, -0.135, -0.525, -0.514, -0.546, -0.774, -0.762, -0.112, -0.035, -0.464, 0.490, 0.474, 0.407, 0.168, 0.285, 0.396, 0.381, 0.361, 0.411, 0.504],
  "lumo_ha": 0.019,
  "largest_force_ev_per_a": 4.86,
  "smiles": "C[C@]1(C#N)C=CCC[C@H]1C#N",
  "e_above_lowest_kj_mol": 244.06,
  "homo_lumo_gap_ev": 10.93,
  "energy_ha": -458.3775
}

=====

{
  "formula": "C9H10N2O2",
  "method": "ωB97M-V/def2-TZVPD",
  "symbols": ["C", "C", "C", "C", "C", "C", "N", "C", "O", "N", "C", "C", "O", "H", "H", "H", "H", "H", "H", "H", "H", "H", "H"],
  "xyz": [[-4.19, 1.36, 0.55], [-2.90, 1.28, 0.23], [-2.33, 0.79, -1.06], [-0.88, 0.62, -0.94], [0.25, 0.17, -0.90], [1.79, 0.12, -0.63], [2.19, 1.40, -0.17], [3.48, 1.47, 0.27], [4.05, 2.44, 0.70], [4.01, 0.14, 0.38], [3.19, -0.81, -0.28], [3.27, -2.21, 0.03], [2.76, -0.40, -1.57], [-4.64, 1.89, 1.32], [-5.03, 0.88, -0.01], [-2.15, 1.79, 0.74], [-2.58, -0.35, -1.24], [-2.57, 1.63, -1.82], [1.56, 2.12, 0.12], [5.02, 0.03, 0.55], [4.25, -2.50, -0.47], [2.45, -2.56, -0.56], [3.12, -2.59, 1.03]],
  "mulliken_charge": [-0.795, -0.217, -0.197, 0.303, -0.629, 0.533, -0.119, 0.124, -0.614, -0.096, 0.668, -1.235, -0.501, 0.308, 0.222, 0.304, 0.255, 0.229, 0.243, 0.258, 0.284, 0.340, 0.333],
  "lumo_ha": 0.023,
  "largest_force_ev_per_a": 4.89,
  "smiles": "C=CCC#C[C@@]12NC(=O)N[C@]1(C)O2",
  "e_above_lowest_kj_mol": 504.48,
  "homo_lumo_gap_ev": 9.31,
  "energy_ha": -608.7706
}

=====

{
  "formula": "C9H10N2O5",
  "method": "ωB97M-V/def2-TZVPD",
  "symbols": ["N", "C", "C", "C", "C", "C", "C", "O", "C", "N", "O", "O", "C", "C", "O", "O", "H", "H", "H", "H", "H", "H", "H", "H", "H", "H"],
  "xyz": [[-0.72, 1.66, -2.73], [0.47, 1.71, -1.90], [0.95, 0.28, -1.59], [0.04, -0.38, -0.60], [-1.25, -0.77, -0.97], [-2.11, -1.35, -0.06], [-1.72, -1.58, 1.27], [-2.59, -2.15, 2.09], [-0.42, -1.18, 1.64], [0.06, -1.35, 2.96], [1.17, -0.95, 3.24], [-0.68, -1.90, 3.78], [0.43, -0.58, 0.70], [1.62, 2.46, -2.60], [1.62, 2.69, -3.77], [2.64, 2.83, -1.81], [-1.16, 2.57, -2.77], [-0.45, 1.42, -3.68], [0.22, 2.22, -0.96], [1.97, 0.29, -1.20], [0.94, -0.28, -2.53], [-1.58, -0.59, -1.98], [-3.10, -1.66, -0.34], [-2.18, -2.26, 2.98], [1.42, -0.30, 1.04], [2.50, 2.60, -0.88]],
  "mulliken_charge": [-0.598, -0.088, -1.295, 0.416, -0.483, -0.801, 0.854, -0.590, -0.102, 1.095, -0.619, -0.761, -0.396, 0.469, -0.549, -0.497, 0.237, 0.273, 0.456, 0.537, 0.367, 0.430, 0.414, 0.369, 0.485, 0.379],
  "lumo_ha": -0.030,
  "largest_force_ev_per_a": 1.22,
  "smiles": "N[C@@H](Cc1ccc(O)c([N+](=O)[O-])c1)C(=O)O",
  "e_above_lowest_kj_mol": 107.27,
  "homo_lumo_gap_ev": 8.38,
  "energy_ha": -834.6081
}

=====

{
  "formula": "C9H10N3O2",
  "method": "ωB97M-V/def2-TZVPD",
  "symbols": ["C", "C", "C", "C", "C", "C", "C", "C", "C", "N", "N", "N", "O", "O", "H", "H", "H", "H", "H", "H", "H", "H", "H", "H"],
  "xyz": [[0.36, -1.10, -3.42], [0.86, -2.24, -2.76], [-0.13, -0.04, -2.67], [0.80, -2.30, -1.35], [-0.46, -0.34, -1.39], [0.11, -1.30, -0.58], [-0.34, 1.69, 0.51], [-0.32, 0.89, 1.66], [-0.88, -0.59, 1.51], [-0.10, -1.45, 0.80], [0.24, 1.19, 2.87], [-0.43, 2.97, 0.46], [0.29, 2.51, 3.16], [0.76, 0.36, 3.64], [0.55, -1.03, -4.52], [1.36, -2.86, -3.38], [-0.67, 0.73, -3.17], [1.38, -3.14, -0.92], [-1.20, -0.91, 2.61], [-1.74, -0.32, 0.87], [0.31, -2.30, 1.08], [0.45, 2.56, 4.16], [-0.44, 3.39, -0.40], [-0.77, 3.62, 1.23]],
  "mulliken_charge": [-0.329, -0.491, -0.675, -0.598, 0.118, 0.975, 0.147, 0.015, -0.998, -0.072, 0.753, -0.276, -0.452, -0.554, 0.334, 0.482, 0.372, 0.265, 0.427, 0.418, 0.212, 0.408, 0.259, 0.259],
  "lumo_ha": [-0.195, -0.215],
  "largest_force_ev_per_a": 4.82,
  "charge": 1,
  "e_above_lowest_kj_mol": 849.48,
  "homo_lumo_gap_ev": [6.86, 6.25],
  "energy_ha": -663.1409
}

=====

{
  "formula": "C9H10N3O2",
  "method": "ωB97M-V/def2-TZVPD",
  "symbols": ["C", "C", "C", "C", "C", "C", "C", "C", "C", "N", "N", "N", "O", "O", "H", "H", "H", "H", "H", "H", "H", "H", "H", "H"],
  "xyz": [[0.87, -1.87, 0.00], [-1.33, 0.86, 0.10], [-0.23, -1.09, 0.00], [2.17, -1.27, 0.04], [-1.67, -1.37, -0.05], [2.28, 0.22, 0.00], [3.31, -1.99, 0.09], [-3.69, 0.11, -0.01], [1.08, 2.37, -0.03], [-2.26, -0.08, 0.01], [1.08, 0.93, 0.03], [-0.12, 0.31, 0.04], [-2.28, -2.40, -0.11], [3.32, 0.81, -0.06], [0.77, -2.95, -0.04], [-1.99, 3.35, -0.06], [4.26, -1.49, 0.11], [3.30, -3.07, 0.12], [-4.08, 0.23, 1.00], [-3.94, 0.99, -0.60], [-4.14, -0.78, -0.45], [0.74, 2.78, 0.92], [2.10, 2.69, -0.22], [0.42, 2.71, -0.83]],
  "mulliken_charge": [-0.153, 0.221, -0.187, 0.976, 0.105, 0.585, -1.145, -0.883, -0.922, 0.229, -0.442, 0.315, -0.484, -0.581, 0.521, 0.097, 0.345, 0.323, 0.321, 0.368, 0.347, 0.357, 0.382, 0.307],
  "lumo_ha": [-0.200, -0.286],
  "largest_force_ev_per_a": 2.23,
  "charge": 1,
  "e_above_lowest_kj_mol": 652.62,
  "homo_lumo_gap_ev": [7.85, 4.86],
  "energy_ha": -663.2158
}